DFT (ωB97M-V/def2-TZVPD) results for an isolated ion of composition C5H8N3O and charge +1.

```
17
Properties=species:S:1:pos:R:3:forces:R:3
H 1.8278 -0.5966 -0.4817 0.71 -1.19 0.86
H 1.9389 -1.8850 1.0288 -0.02 0.95 -1.20
H 0.9831 -2.2171 -0.4830 0.84 0.28 0.16
H 1.4227 1.6037 0.2496 -1.01 -0.41 -0.60
H -1.6247 1.9449 0.0607 -1.55 0.27 -1.00
N -1.4546 -1.4778 2.4353 -2.16 -0.93 2.43
H -0.7363 1.4693 1.5134 0.27 -0.34 -0.39
N 0.1765 -0.7064 0.7018 0.79 -0.20 -0.15
H 0.6270 1.8689 -1.3492 -0.55 0.40 -0.74
C 1.4103 -1.4137 0.1539 -2.09 -0.51 0.50
N -0.2423 0.2719 -0.2421 -0.74 -0.62 1.10
C 0.4832 1.5212 -0.3571 2.34 0.74 2.44
C -0.9227 -0.1402 -1.5386 -2.71 -2.53 1.89
C -0.6960 -1.1265 1.6815 2.97 1.38 -4.10
C -0.7753 1.4655 0.4218 0.99 1.23 0.37
H -1.7668 -0.8848 -1.2232 1.33 0.95 -0.88
O -0.6508 0.3028 -2.5722 0.56 0.54 -0.69
```
Forces are in eV/Å.

Output
Orbital gap: 10.16 eV
Total energy: -434.40822 Ha
Charge: +1
SMILES: CN(C#N)[N+]1(C=O)CC1
Energy relative to the best compared isomer or geometry (same formula, charge and spin): 5.1121 eV
E_LUMO: -4.6 eV

=====

DFT (ωB97M-V/def2-TZVPD) results for one molecule with the formula C5H8N4.

```
17
Properties=species:S:1:pos:R:3:forces:R:3
N -2.1655 -0.7375 -0.6968 0.48 0.08 0.24
H 0.0299 1.3031 -1.8972 0.92 0.33 0.17
N -3.3921 -0.6477 -0.4540 -2.09 -0.15 -0.16
N -1.5594 0.2528 -0.0232 -2.76 1.19 0.62
H -0.0498 -1.5951 2.5506 0.54 -0.39 -0.51
C -0.0249 -1.6524 1.4451 0.15 1.01 0.81
H 1.5843 1.4735 -0.7167 -2.02 0.13 -1.01
N -3.7224 0.4263 0.3562 1.44 -0.89 -0.50
C -0.1891 0.3980 0.0098 3.24 1.08 0.94
H 0.1488 2.5313 -0.6474 -0.65 1.18 0.56
C 0.5512 -0.4169 0.8185 -0.37 0.84 -2.56
H -2.4543 1.8748 1.1286 0.52 0.68 0.71
H -1.0346 -1.5470 1.1629 -1.39 -0.62 -0.04
C -2.5604 0.9553 0.6286 0.37 -0.96 -1.43
C 0.4364 1.5516 -0.8978 0.98 -3.36 1.13
H 1.6012 -0.2003 0.6542 0.25 -0.42 0.72
H 0.3163 -2.6041 1.0326 0.38 0.26 0.29
```
Forces are in eV/Å.

Output
Orbital gap: 10.63 eV
Total energy: -414.25418 Ha
SMILES: C/C=C(/C)n1cnnn1
Energy relative to the best compared isomer or geometry (same formula, charge and spin): 2.1217 eV
E_LUMO: 0.7 eV

=====

DFT (ωB97M-V/def2-TZVPD) results for a 2-piece molecular cluster, C5H8N4 overall.

```
17
Properties=species:S:1:pos:R:3:forces:R:3
C 1.4348 -0.4872 -0.2132 -0.24 -2.27 2.16
C 0.6082 1.8019 -0.0446 4.82 3.27 -1.24
H 1.8418 -2.4447 0.3631 0.35 2.53 0.33
H 1.1100 2.3193 0.9385 -2.33 -1.84 -1.46
H -2.4243 -0.4394 -1.0956 -1.78 0.71 2.02
N 1.8072 0.8377 -0.5045 0.59 0.38 3.03
H -0.8534 -2.1631 0.4999 -0.60 1.47 -1.12
N -2.3769 -0.5354 -0.0122 0.31 0.08 -4.07
H 0.7155 2.8318 -0.7273 -0.92 -3.04 1.18
H -1.1089 -2.0216 -1.1321 -0.81 -2.69 -4.89
N 2.2482 -1.4359 0.4559 -3.81 2.27 -3.84
C -1.1205 -1.4120 -0.3746 0.83 3.00 9.20
H 2.5197 0.9691 0.2417 0.28 0.46 -1.25
H -1.7904 0.7325 1.8450 -0.44 0.82 -4.82
N -1.9884 0.9312 0.3147 3.13 -3.30 2.74
C -0.4881 0.8435 -0.2170 -4.71 7.05 4.16
C -0.1342 -0.3277 -0.3379 5.34 -8.90 -2.12
```
Forces are in eV/Å.

Output
Orbital gap: 9.05 eV
Total energy: -414.02702 Ha
Energy relative to the best compared isomer or geometry (same formula, charge and spin): 8.3030 eV
E_LUMO: -0.2 eV